Entry 1:
C4H8O2 | ωB97M-V/def2-TZVPD

Computed properties:
HOMO energy in hartree: -0.365
Maximum force in eV/Å: 1.3
Spin multiplicity: 1
Energy relative to the best compared isomer or geometry (same formula, charge and spin) in eV: 2.921
Total energy in eV: -8370.3610
SMILES: CCO[C@@H]1CO1

Each line ends with the Mulliken charge.
Element x y z (Å)
C: 0.70 0.55 2.17  -1.19
C: -0.04 0.75 0.87  -0.13
O: 0.40 -0.26 -0.04  -0.33
C: -0.43 -0.40 -1.10  0.25
O: -0.39 0.31 -2.30  -0.44
C: -0.19 -1.16 -2.31  -0.48
H: 0.44 -0.41 2.61  0.30
H: 1.78 0.56 1.98  0.30
H: 0.46 1.35 2.88  0.37
H: -1.13 0.70 1.02  0.32
H: 0.19 1.73 0.42  0.26
H: -0.98 -1.92 -2.43  0.19
H: 0.69 -1.31 -2.92  0.30
H: -1.49 -0.48 -0.84  0.28

Entry 2:
C22H23N3O4S2 | ωB97M-V/def2-TZVPD

Computed properties:
HOMO energy in hartree: -0.292
Maximum force in eV/Å: 1.1
Spin multiplicity: 1
Energy relative to the best compared isomer or geometry (same formula, charge and spin) in eV: 2.480
Total energy in eV: -57516.8013
SMILES: CCOc1ccc(S(=O)(=O)N(CC(=O)N/N=C/c2cccs2)c2ccc(C)cc2)cc1

Each line ends with the Mulliken charge.
Element x y z (Å)
C: -3.66 6.06 -2.01  -1.04
C: -2.91 5.22 -3.04  -0.43
H: -3.45 4.30 -3.27  0.34
H: -2.78 5.79 -3.96  0.31
O: -1.58 4.93 -2.64  -0.46
C: -1.34 3.98 -1.70  0.83
C: -2.30 3.14 -1.13  -0.22
C: -1.92 2.19 -0.20  -0.81
C: -0.59 2.08 0.17  -0.24
C: 0.37 2.90 -0.39  -0.41
C: 0.00 3.85 -1.31  -0.87
H: 0.72 4.51 -1.76  0.47
H: 1.40 2.80 -0.07  0.49
S: -0.08 0.78 1.27  1.47
O: 1.01 1.24 2.08  -0.73
O: -1.23 0.21 1.92  -0.84
N: 0.50 -0.40 0.24  0.61
C: 1.76 -0.14 -0.34  -0.45
C: 2.89 -0.25 0.45  0.01
C: 4.14 0.04 -0.07  -1.03
C: 4.28 0.46 -1.39  0.98
C: 3.14 0.57 -2.17  -1.18
C: 1.89 0.29 -1.66  -0.08
H: 1.02 0.41 -2.29  0.41
H: 3.23 0.90 -3.20  0.34
C: 5.64 0.75 -1.95  -1.45
H: 6.13 -0.18 -2.23  0.29
H: 5.57 1.38 -2.83  0.36
H: 6.27 1.24 -1.21  0.38
H: 5.01 -0.05 0.56  0.38
H: 2.78 -0.57 1.48  0.51
C: -0.50 -1.16 -0.49  -0.54
H: -0.23 -1.25 -1.54  0.47
H: -1.47 -0.66 -0.39  0.39
C: -0.61 -2.59 0.08  0.31
O: -0.44 -3.56 -0.62  -0.64
N: -0.91 -2.58 1.40  0.68
N: -1.05 -3.61 2.26  -1.10
C: -0.90 -4.83 1.93  -0.60
C: -1.08 -5.85 2.92  0.56
C: -1.40 -5.72 4.25  -0.45
C: -1.49 -6.95 4.91  -0.47
C: -1.23 -8.01 4.10  -0.42
S: -0.88 -7.52 2.49  -0.13
H: -1.23 -9.06 4.34  0.44
H: -1.73 -7.05 5.96  0.37
H: -1.56 -4.76 4.70  0.44
H: -0.64 -5.17 0.93  0.45
H: -1.06 -1.68 1.85  0.39
H: -2.65 1.54 0.26  0.53
H: -3.34 3.22 -1.40  0.37
H: -4.64 6.31 -2.39  0.35
H: -3.76 5.53 -1.07  0.34
H: -3.11 6.98 -1.82  0.31

Entry 3:
C4H4FNS2 | ωB97M-V/def2-TZVPD

Computed properties:
HOMO energy in hartree: -0.324
Maximum force in eV/Å: 2.7
Spin multiplicity: 1
Energy relative to the best compared isomer or geometry (same formula, charge and spin) in eV: 1.480
Total energy in eV: -30088.9387
SMILES: F/C=C(/C=S)NC=S

Each line ends with the Mulliken charge.
Element x y z (Å)
C: -0.86 1.33 0.04  -0.09
C: -0.54 0.02 0.25  0.54
C: 1.90 0.09 -0.05  -0.15
C: -1.68 -0.95 0.12  -0.44
H: -1.89 1.69 -0.12  0.34
H: 0.79 -1.55 0.61  0.25
H: 1.82 1.15 -0.21  0.30
H: -1.35 -1.98 0.28  0.22
N: 0.79 -0.52 0.38  -0.17
F: 0.09 2.31 0.02  -0.22
S: 3.32 -0.63 -0.16  -0.33
S: -3.23 -0.59 -0.18  -0.24

Entry 4:
ClH12O6 | ωB97M-V/def2-TZVPD

Computed properties:
Total charge: -1
HOMO energy in hartree: -0.158
Maximum force in eV/Å: 0.5
Spin multiplicity: 1
Energy relative to the best compared isomer or geometry (same formula, charge and spin) in eV: 1.927
Total energy in eV: -25004.4101

Each line ends with the Mulliken charge.
Element x y z (Å)
Cl: -0.57 0.01 -0.57  -0.99
O: 4.67 -0.35 -1.27  -0.65
H: 5.13 0.46 -1.50  0.31
H: 3.87 -0.06 -0.85  0.34
O: 0.79 -2.71 4.21  -0.66
H: 1.26 -2.25 3.51  0.33
H: 0.28 -2.02 4.64  0.32
O: -0.28 5.15 0.17  -0.65
H: 0.32 4.80 0.83  0.32
H: -0.06 4.67 -0.63  0.33
O: -1.89 1.11 4.28  -0.65
H: -2.00 2.06 4.39  0.30
H: -2.04 0.97 3.34  0.35
O: -1.09 -4.88 -2.12  -0.66
H: -0.95 -4.00 -1.76  0.35
H: -2.00 -5.08 -1.94  0.31
O: -1.76 0.49 -5.24  -0.65
H: -1.98 0.19 -4.35  0.34
H: -1.69 1.44 -5.16  0.31

Number 1: lowest unoccupied orbital energy 1.116 eV. Number 2: lowest unoccupied orbital energy 0.549 eV. Number 3: lowest unoccupied orbital energy -1.386 eV. Number 4: lowest unoccupied orbital energy 3.032 eV.